No. 1
{
  "formula": "C30H55BBrCoN6Si",
  "method": "ωB97M-V/def2-TZVPD",
  "total_energy_ha": -5775.3846,
  "total_charge": 2,
  "symbols": ["Co", "C", "C", "C", "C", "C", "C", "N", "N", "B", "N", "C", "C", "C", "N", "C", "C", "C", "N", "C", "C", "C", "N", "C", "C", "C", "H", "H", "H", "H", "H", "H", "H", "H", "H", "H", "H", "H", "H", "H", "H", "H", "H", "H", "H", "H", "H", "H", "H", "H", "H", "H", "H", "H", "C", "C", "C", "C", "Si", "Br", "C", "C", "C", "C", "C", "C", "C", "C", "H", "H", "H", "H", "H", "H", "H", "H", "H", "H", "H", "H", "H", "H", "H", "H", "H", "H", "H", "H", "H", "H", "H", "H", "H", "H", "H"],
  "positions_angstrom": [[0.14163, -0.04284, 0.32270], [-0.66139, 3.94768, -1.69332], [-1.41329, 2.85162, -0.93069], [-2.85725, 3.29578, -0.67535], [-1.38406, 1.56111, -1.69454], [-1.90752, 1.29988, -2.96116], [-1.60979, -0.02313, -3.22454], [-0.95114, -0.53939, -2.18226], [-0.81490, 0.43296, -1.23780], [-0.36602, -1.96730, -1.92527], [-1.01415, -2.40981, -0.59206], [-2.01306, -3.26425, -0.33156], [-2.64558, -2.87675, 0.83415], [-1.98267, -1.72230, 1.25948], [-0.97877, -1.50082, 0.39763], [-2.35778, -0.70209, 2.30258], [-1.88743, 0.67860, 1.84396], [-1.90507, -1.02908, 3.72371], [1.13323, -1.73096, -1.66258], [2.25208, -2.06844, -2.31463], [3.27835, -1.23335, -1.90008], [2.70813, -0.37712, -0.95895], [1.42022, -0.72192, -0.83061], [3.19729, 0.86159, -0.27160], [4.44952, 1.43571, -0.92277], [2.01989, 1.84738, -0.25758], [-0.66237, 4.86928, -1.11355], [0.37168, 3.67654, -1.90698], [-1.15579, 4.15171, -2.64269], [-0.91417, 2.68894, 0.03227], [-3.36336, 3.48802, -1.62097], [-3.44230, 2.55109, -0.13445], [-2.86529, 4.22094, -0.10134], [-2.43222, 1.98503, -3.60161], [-1.82593, -0.63097, -4.08597], [-0.57656, -2.71495, -2.82316], [-2.22943, -4.06592, -1.01550], [-3.49873, -3.33636, 1.29936], [-3.45126, -0.68084, 2.30030], [-0.76246, 0.75135, 1.85658], [-2.27949, 0.93727, 0.86443], [-2.15740, 1.46561, 2.54669], [-0.82567, -0.93959, 3.81263], [-2.36879, -0.33996, 4.42918], [-2.19423, -2.04257, 4.00092], [2.23453, -2.84286, -3.06122], [4.28927, -1.21630, -2.26416], [3.43280, 0.60222, 0.76068], [4.28138, 1.67106, -1.97438], [4.74476, 2.35204, -0.41434], [5.28155, 0.73554, -0.85608], [1.49205, 1.83610, -1.20948], [1.30178, 1.61769, 0.56651], [2.34288, 2.87083, -0.07101], [5.26708, -3.37430, 3.69798], [4.41070, -2.23716, 3.07886], [4.51489, -2.37530, 1.55107], [5.02241, -0.88504, 3.46339], [2.67681, -2.51573, 3.79562], [1.49369, -0.75071, 2.13605], [2.24450, -1.68621, 5.44932], [2.29325, -0.15025, 5.43014], [3.34085, -2.20006, 6.42081], [0.88532, -2.08439, 6.03704], [1.77445, -4.10542, 3.32131], [2.12620, -5.10324, 4.45705], [2.23311, -4.72265, 1.99717], [0.24973, -3.93679, 3.24837], [6.30003, -3.23104, 3.37271], [4.95545, -4.35782, 3.34811], [5.27248, -3.37815, 4.78643], [5.55736, -2.19828, 1.27368], [3.90224, -1.65210, 1.02016], [4.25049, -3.36340, 1.19178], [6.03059, -0.83386, 3.04561], [5.11663, -0.74689, 4.53714], [4.45148, -0.04907, 3.05704], [3.23367, 0.25105, 5.06794], [2.15995, 0.20188, 6.45558], [1.48792, 0.27017, 4.83192], [4.33751, -1.85721, 6.15544], [3.35575, -3.28720, 6.51026], [3.11764, -1.80130, 7.41270], [0.05519, -1.74228, 5.42341], [0.78892, -1.60132, 7.01223], [0.78105, -3.15277, 6.20006], [3.19661, -5.29729, 4.53082], [1.64409, -6.05620, 4.22948], [1.76610, -4.78735, 5.43123], [3.28723, -4.98983, 2.00003], [2.03597, -4.06646, 1.14838], [1.67148, -5.64684, 1.84260], [-0.18925, -3.60382, 4.18237], [-0.18850, -4.90845, 3.00864], [-0.03721, -3.24070, 2.45828]],
  "atomic_forces_ev_per_a": [[-0.03, 0.17, -0.60], [-0.01, -0.02, 0.01], [0.01, 0.00, 0.02], [0.00, -0.01, 0.02], [-0.03, -0.01, -0.06], [0.04, -0.07, 0.00], [0.01, 0.03, 0.07], [0.02, -0.05, 0.05], [-0.08, 0.20, -0.09], [-0.08, 0.07, -0.09], [0.12, -0.09, 0.08], [-0.03, 0.07, -0.02], [0.05, 0.07, 0.08], [-0.03, 0.13, -0.16], [-0.17, -0.06, 0.28], [0.03, -0.05, -0.04], [0.21, -0.14, -0.15], [-0.05, -0.05, -0.06], [-0.02, -0.24, 0.05], [-0.02, 0.18, -0.04], [-0.06, -0.01, 0.02], [-0.10, 0.09, -0.13], [0.15, -0.19, 0.04], [-0.11, -0.11, 0.09], [-0.10, 0.06, -0.10], [0.23, -0.03, -0.31], [0.01, 0.02, 0.01], [0.01, -0.01, 0.00], [-0.01, 0.01, -0.03], [0.00, 0.02, 0.00], [-0.02, 0.01, -0.02], [0.02, -0.02, 0.00], [-0.01, 0.02, 0.02], [-0.02, 0.04, -0.03], [-0.01, -0.04, -0.04], [-0.01, -0.01, 0.02], [-0.01, -0.07, -0.03], [-0.04, -0.04, 0.02], [0.02, 0.01, -0.03], [-0.10, -0.03, 0.03], [-0.09, 0.03, 0.02], [0.00, 0.03, 0.03], [0.05, 0.00, -0.03], [0.01, 0.01, 0.00], [0.00, 0.01, 0.01], [0.00, -0.05, -0.03], [0.05, -0.02, 0.00], [0.10, 0.04, 0.09], [0.00, 0.00, -0.02], [0.03, 0.00, 0.02], [-0.01, -0.02, 0.00], [0.03, 0.09, -0.02], [-0.08, 0.02, 0.11], [-0.09, 0.01, 0.26], [0.04, 0.07, -0.08], [0.08, -0.21, 0.09], [0.01, 0.00, 0.07], [-0.02, -0.02, 0.00], [-0.23, 0.32, -0.43], [0.11, 0.01, 0.77], [0.17, -0.08, 0.09], [0.01, -0.08, 0.00], [-0.10, 0.05, 0.01], [0.01, 0.02, -0.04], [0.05, -0.10, 0.22], [-0.06, -0.04, -0.16], [-0.01, 0.04, 0.01], [0.09, -0.02, -0.05], [0.03, -0.01, 0.00], [-0.01, -0.04, 0.00], [-0.02, 0.01, 0.07], [0.01, 0.00, -0.01], [-0.03, 0.08, 0.00], [-0.01, -0.05, -0.02], [0.01, 0.01, -0.01], [-0.01, 0.02, 0.07], [-0.03, 0.04, -0.02], [0.10, 0.03, -0.06], [0.01, 0.00, 0.01], [-0.06, 0.03, -0.03], [0.07, 0.02, -0.02], [0.01, -0.06, -0.01], [0.00, 0.00, 0.03], [0.00, -0.01, 0.02], [0.00, 0.00, 0.01], [-0.01, -0.10, 0.00], [0.05, 0.01, 0.00], [-0.01, -0.04, 0.00], [-0.04, 0.05, 0.11], [0.04, -0.01, -0.01], [0.01, 0.04, -0.05], [-0.02, -0.01, -0.02], [-0.03, 0.06, 0.10], [-0.02, -0.03, 0.01], [0.01, -0.01, 0.01]]
}

No. 2
{
  "formula": "C30H55CaN4OP2S",
  "method": "ωB97M-V/def2-TZVPD",
  "total_energy_ha": -3228.7913,
  "e_above_lowest_ev": 0.000,
  "total_charge": 1,
  "symbols": ["C", "C", "C", "C", "C", "H", "H", "H", "N", "P", "P", "C", "H", "H", "C", "O", "C", "H", "C", "C", "C", "C", "C", "H", "H", "H", "C", "H", "H", "H", "C", "H", "H", "H", "C", "H", "H", "H", "C", "H", "H", "H", "C", "H", "H", "H", "C", "H", "H", "H", "C", "H", "H", "H", "C", "H", "H", "H", "C", "H", "H", "H", "C", "H", "H", "H", "C", "H", "H", "H", "Ca", "N", "C", "C", "C", "C", "C", "H", "H", "H", "H", "H", "H", "H", "H", "H", "N", "C", "N", "S", "H", "H", "H", "H"],
  "positions_angstrom": [[-0.58173, -2.49637, -1.27766], [1.65280, -2.47204, -0.48774], [-0.37447, -3.71112, -1.92734], [1.85741, -3.76447, -1.03819], [0.85239, -4.36741, -1.76304], [-1.17168, -4.14318, -2.52486], [2.83149, -4.24328, -0.90397], [0.99239, -5.34863, -2.19900], [0.40206, -1.87175, -0.59828], [-2.58174, -0.94553, 0.13010], [2.79159, -0.06600, 0.48356], [-1.98083, -1.84140, -1.37769], [-1.98467, -1.13932, -2.23390], [-2.72987, -2.61558, -1.60676], [-0.06460, 3.00596, 1.80385], [-0.26169, 3.85436, 2.55323], [2.73709, -1.77959, 0.15114], [3.60791, -2.38905, 0.40557], [3.49556, 0.81998, -1.06303], [3.80206, 0.25643, 2.06907], [-3.83006, 0.42146, -0.35474], [-3.24550, -2.32955, 1.21900], [3.02897, 2.28302, -0.99595], [3.46379, 2.82701, -0.15018], [3.32138, 2.79670, -1.92138], [1.93788, 2.35370, -0.90987], [5.02115, 0.72355, -1.07924], [5.49959, 1.28733, -0.26949], [5.37432, -0.31527, -1.04257], [5.38426, 1.15772, -2.02258], [2.93386, 0.16788, -2.33535], [3.29798, 0.73159, -3.20951], [3.26061, -0.87487, -2.44556], [1.83663, 0.19193, -2.36024], [4.02328, 1.77690, 2.21606], [3.06970, 2.32229, 2.15077], [4.45399, 1.96613, 3.21128], [4.72054, 2.18355, 1.46986], [2.98198, -0.23826, 3.27549], [2.06243, 0.34281, 3.42131], [2.69068, -1.29290, 3.18851], [3.59439, -0.11626, 4.18116], [5.14574, -0.48475, 2.05283], [5.80810, -0.18015, 1.23212], [5.67339, -0.24822, 2.99125], [5.02206, -1.57486, 2.01167], [-3.68054, -1.76519, 2.58240], [-4.11674, -2.58542, 3.17444], [-2.82298, -1.35732, 3.13693], [-4.43324, -0.97364, 2.49713], [-2.10554, -3.33798, 1.46083], [-1.86389, -3.91113, 0.55637], [-1.19640, -2.83919, 1.82713], [-2.42558, -4.05061, 2.23724], [-4.44550, -3.03201, 0.56456], [-4.61502, -3.97339, 1.10909], [-5.36747, -2.44256, 0.64707], [-4.28667, -3.28854, -0.49003], [-3.80629, 0.68056, -1.86910], [-4.16010, -0.18951, -2.44293], [-4.48281, 1.52430, -2.08611], [-2.80840, 0.96739, -2.22971], [-3.35823, 1.69282, 0.38909], [-2.38181, 2.03902, 0.01869], [-4.08340, 2.49996, 0.21033], [-3.28541, 1.52895, 1.47483], [-5.26819, 0.10039, 0.06484], [-5.67972, -0.76812, -0.46548], [-5.37963, -0.04515, 1.14660], [-5.89260, 0.96830, -0.20008], [-0.01141, 0.24156, 0.62240], [-0.31536, 1.38259, -1.38570], [-0.39168, 1.87848, -2.44571], [-0.41791, 2.70019, -3.71360], [0.71436, 2.24667, -4.63809], [-1.75660, 2.50426, -4.43029], [-0.23802, 4.17538, -3.34813], [1.69361, 2.41787, -4.17169], [0.61079, 1.18066, -4.87668], [0.68812, 2.81007, -5.58179], [-2.58637, 2.87773, -3.81662], [-1.75985, 3.05948, -5.37978], [-1.92658, 1.44358, -4.65546], [-0.28439, 4.80365, -4.24890], [-1.03154, 4.50179, -2.66430], [0.73635, 4.34067, -2.87107], [-0.16519, 1.09888, 5.43792], [-0.24554, -0.10383, 4.82326], [-0.00587, -1.17969, 5.58404], [-0.60899, -0.29486, 3.17096], [-0.15015, 1.13757, 6.45491], [-0.50383, 1.92634, 4.96095], [-0.11360, -2.09515, 5.16637], [0.19318, -1.11633, 6.57315]],
  "atomic_forces_ev_per_a": [[0.11, -0.39, -0.35], [0.56, 1.40, 0.68], [-0.73, 0.53, 0.24], [-0.31, -0.69, -0.32], [0.56, 0.41, 0.44], [0.09, -0.02, 0.17], [-0.39, 0.18, -0.06], [0.10, 0.04, -0.04], [-0.15, 0.02, 0.10], [0.99, 0.24, 0.39], [-0.99, 0.24, -0.10], [-0.10, -0.14, -0.43], [0.03, -0.24, 0.45], [0.42, 0.12, -0.20], [-0.61, 2.20, 2.04], [0.61, -2.34, -2.09], [-0.30, -0.98, 0.09], [-0.13, 0.11, -0.39], [0.34, -0.04, 0.89], [0.10, -0.07, -0.83], [0.05, -0.55, 0.06], [-0.60, 0.25, -0.22], [0.16, 0.05, -0.15], [-0.05, -0.10, -0.23], [0.02, 0.06, 0.11], [0.20, -0.05, -0.01], [0.24, 0.31, -0.53], [-0.18, -0.14, -0.16], [-0.18, 0.18, 0.01], [0.08, -0.08, 0.12], [0.00, -0.08, 0.10], [-0.03, -0.10, 0.21], [-0.12, 0.26, 0.12], [0.20, -0.11, 0.06], [0.10, -0.20, 0.20], [0.23, -0.10, 0.00], [-0.07, 0.03, -0.22], [-0.25, -0.16, 0.24], [-0.01, 0.05, -0.04], [0.26, -0.01, -0.15], [0.15, 0.18, -0.09], [-0.08, -0.07, -0.16], [0.33, 0.10, 0.30], [-0.30, -0.09, 0.24], [-0.05, -0.14, -0.18], [-0.07, 0.27, -0.02], [0.09, 0.04, 0.18], [0.08, 0.22, -0.14], [-0.41, -0.22, -0.22], [0.14, -0.24, 0.06], [0.07, 0.06, -0.11], [0.02, 0.15, 0.22], [-0.20, -0.16, -0.18], [-0.01, 0.18, -0.22], [-0.17, -0.37, 0.29], [-0.05, 0.15, -0.19], [0.34, -0.20, -0.01], [0.00, 0.03, 0.22], [-0.07, 0.10, -0.06], [0.12, 0.26, 0.18], [0.15, -0.24, 0.04], [-0.31, -0.19, 0.15], [-0.15, -0.08, -0.04], [-0.21, -0.11, 0.06], [0.15, -0.11, 0.07], [-0.04, 0.01, -0.26], [-0.35, 0.33, -0.12], [0.18, 0.27, 0.15], [0.04, -0.01, -0.38], [0.07, -0.20, 0.06], [0.52, -0.52, -0.03], [-0.46, 1.47, -3.45], [0.37, -0.18, 2.01], [-0.07, -0.21, -0.24], [0.45, -0.33, 0.01], [-0.45, -0.20, 0.07], [0.10, 0.26, 0.49], [-0.22, -0.13, -0.12], [0.13, 0.21, 0.03], [-0.15, -0.08, 0.35], [0.13, -0.13, -0.16], [0.13, -0.14, 0.34], [-0.03, 0.24, 0.02], [-0.02, -0.34, 0.17], [0.19, 0.01, -0.12], [-0.23, 0.00, -0.06], [-0.29, -0.22, 0.02], [0.24, 0.27, 0.13], [-0.16, -0.06, -0.25], [-0.20, 0.14, 1.24], [0.05, 0.05, -0.45], [0.18, -0.38, 0.04], [0.14, 0.26, 0.11], [-0.05, 0.00, -0.20]]
}